Entry 1:
C8H20 | ωB97M-V/def2-TZVPD

CARTESIAN COORDINATES (ANGSTROEM)
C -1.7412 3.4155 -1.1188
C 1.3086 3.9035 1.1684
C -0.4097 3.1999 -0.4240
C 0.0881 4.3433 0.4189
H -2.5155 3.6393 -0.3659
H -2.0703 2.5476 -1.7147
H -1.6410 4.2853 -1.7897
H 1.0368 3.1637 1.9401
H 1.8330 4.7430 1.6550
H 1.9976 3.4266 0.4511
H -0.5316 2.3327 0.2532
H 0.2558 2.8892 -1.2523
H 0.3215 5.2407 -0.1858
H -0.6637 4.6348 1.1774
C -0.8275 -2.0632 0.3485
C 1.2221 -5.3208 -0.3885
C 0.0094 -3.1141 -0.4277
C 0.3764 -4.3892 0.4735
H -1.6751 -2.5248 0.8824
H -1.2238 -1.3286 -0.3725
H -0.1972 -1.5321 1.0816
H 1.6188 -6.2326 0.0888
H 2.0649 -4.7527 -0.8169
H 0.5458 -5.6182 -1.2076
H -0.3989 -3.4850 -1.3875
H 0.9189 -2.5250 -0.6540
H 0.8896 -4.0454 1.3921
H -0.5917 -4.8334 0.7750

As for the net charge: 0. The value obtained for the HOMO energy is -11.0 eV. The SMILES is CCCC.CCCC. The HOMO-LUMO gap comes out at 11.987 eV.

=====

Entry 2:
C9H19N8O4Tc | ωB97M-V/def2-TZVPD

CARTESIAN COORDINATES (ANGSTROEM)
Tc 13.8940 8.0296 10.8880
N 13.1805 9.6254 12.1311
C 11.6812 9.5567 12.2815
C 11.1989 10.0066 13.6756
C 10.6972 8.9426 14.7397
C 9.1913 8.9424 15.1109
N 8.8370 7.6167 15.6593
C 9.1791 7.1553 16.8296
N 8.9170 5.8956 17.1164
N 9.8668 7.9058 17.7303
C 11.2439 8.1123 11.9601
O 10.1451 7.7206 12.0429
O 12.2742 7.3710 11.4669
H 13.6653 9.4828 12.9819
H 13.4134 10.5280 11.7103
H 11.3437 10.2255 11.4904
H 10.3913 10.6949 13.5301
H 12.0110 10.6019 14.1382
H 11.3908 9.1487 15.5976
H 10.8809 7.9392 14.3516
H 8.5983 9.1598 14.1881
H 8.8921 9.6515 15.9244
H 8.4990 6.8835 14.9994
H 8.6450 5.2265 16.4227
H 9.3415 5.5611 17.9636
H 9.9181 8.8818 17.6263
H 9.9540 7.6026 18.6638
N 14.1313 9.8048 4.6159
C 14.5824 9.9821 5.8338
N 15.8539 10.3892 5.9970
N 13.7850 9.7083 6.8996
C 13.8660 9.3226 8.0557
N 13.8120 9.0131 9.2070
H 14.8259 9.7982 3.7986
H 13.2359 9.3582 4.4837
H 16.3823 10.7200 5.1460
H 16.3650 10.4038 6.8387
O 15.0141 6.3986 10.3443
C 16.1643 6.9870 10.7138
O 15.9927 8.1429 11.2373
H 17.1308 6.4943 10.6248

As for the net charge: +3. As for the spin multiplicity: 4. The value obtained for the HOMO energy (spin up / spin down) is -18.5 / -18.5 eV. As for the expectation value of S²: 3.770. The HOMO-LUMO gap (spin up / spin down) comes out at 7.710 / 7.344 eV.

=====

Taking the records one at a time from the top gives relative energy (zero: lowest compared OMol25 entry of this formula, charge and spin) values of 50.70, 22.07 kJ/mol.